{
  "formula": "C22H29N5O3",
  "method": "the ωB97M-V functional and the def2-TZVPD basis",
  "orbital_gap_ev": 9.2473,
  "smiles": "CC(=O)Nc1cccc(C(=O)N2CCC(n3nccc3NC(=O)CC(C)C)CC2)c1",
  "total_charge": 0,
  "e_lumo_ev": 0.6,
  "de_lowest_kcal_mol": 27.3,
  "species": ["C", "C", "O", "N", "C", "C", "C", "C", "C", "C", "H", "H", "H", "C", "O", "N", "C", "H", "C", "H", "H", "C", "N", "C", "C", "C", "N", "H", "H", "N", "C", "O", "C", "H", "C", "C", "H", "H", "H", "C", "H", "H", "H", "H", "H", "H", "C", "C", "H", "H", "H", "H", "H", "H", "H", "H", "H", "H", "H"],
  "coordinates": [[-5.648, -3.583, -0.950], [-4.841, -2.346, -0.613], [-3.640, -2.351, -0.477], [-5.624, -1.232, -0.494], [-5.212, 0.078, -0.220], [-3.996, 0.350, 0.394], [-3.615, 1.665, 0.627], [-4.467, 2.708, 0.285], [-5.686, 2.434, -0.310], [-6.060, 1.128, -0.566], [-7.013, 0.917, -1.030], [-6.352, 3.242, -0.575], [-4.171, 3.724, 0.495], [-2.347, 1.975, 1.361], [-2.375, 2.621, 2.395], [-1.193, 1.515, 0.828], [-1.034, 0.840, -0.437], [-0.347, 1.435, -1.056], [-0.442, -0.555, -0.231], [-1.123, -1.180, 0.346], [-0.290, -1.033, -1.200], [0.886, -0.443, 0.523], [1.412, -1.759, 0.795], [2.625, -2.271, 0.486], [2.638, -3.579, 0.930], [1.378, -3.756, 1.511], [0.660, -2.655, 1.426], [0.977, -4.630, 1.983], [3.437, -4.287, 0.849], [3.621, -1.557, -0.192], [4.181, -0.394, 0.264], [3.775, 0.188, 1.243], [5.339, 0.095, -0.585], [5.300, -0.348, -1.583], [5.344, 1.625, -0.685], [6.639, 2.113, -1.326], [7.502, 1.798, -0.745], [6.739, 1.715, -2.335], [6.646, 3.199, -1.386], [4.134, 2.107, -1.482], [4.152, 1.700, -2.492], [3.212, 1.795, -0.997], [4.132, 3.192, -1.550], [5.272, 2.024, 0.331], [6.259, -0.237, -0.097], [4.119, -2.080, -0.898], [0.680, 0.321, 1.833], [0.050, 1.682, 1.551], [0.737, 2.294, 0.955], [-0.176, 2.206, 2.481], [1.643, 0.456, 2.325], [0.027, -0.268, 2.478], [1.619, 0.083, -0.097], [-1.990, 0.774, -0.953], [-3.358, -0.464, 0.694], [-6.601, -1.330, -0.731], [-4.983, -4.440, -0.995], [-6.140, -3.462, -1.913], [-6.405, -3.756, -0.188]],
  "forces_ev_per_a": [[0.25, -0.07, 0.04], [-0.37, -0.30, -0.18], [0.29, -0.02, 0.05], [-0.44, 0.14, 0.01], [0.17, 0.30, 0.02], [0.04, 0.05, 0.07], [-0.45, 0.01, 0.02], [0.18, 0.00, 0.04], [0.01, -0.02, 0.01], [0.07, -0.11, 0.03], [-0.08, -0.02, -0.07], [-0.05, 0.06, -0.03], [0.02, 0.10, 0.05], [-0.02, 0.12, -0.05], [-0.17, 0.14, 0.16], [0.19, 0.00, -0.02], [-0.04, -0.33, -0.33], [-0.09, -0.01, -0.02], [0.12, 0.22, -0.07], [-0.05, 0.00, -0.03], [0.01, -0.05, -0.03], [-0.48, 0.36, 0.16], [0.68, -0.33, -0.28], [-0.01, -0.33, 0.28], [0.12, 0.27, -0.12], [0.17, 0.11, -0.18], [-0.73, -0.01, 0.38], [-0.13, -0.16, 0.10], [0.21, -0.10, -0.01], [-0.16, -0.34, -0.22], [0.31, -0.07, -0.28], [-0.03, 0.11, 0.14], [0.00, 0.41, 0.31], [0.04, -0.03, -0.03], [0.02, -0.08, -0.17], [-0.19, -0.08, 0.19], [0.14, -0.02, 0.02], [0.05, -0.03, -0.14], [0.04, 0.12, -0.04], [0.15, -0.04, 0.25], [-0.01, -0.03, -0.14], [-0.17, 0.00, 0.00], [-0.06, 0.11, -0.04], [0.01, -0.07, -0.06], [0.01, -0.07, -0.02], [-0.08, 0.21, 0.03], [0.17, 0.18, -0.22], [0.09, -0.04, 0.46], [-0.03, 0.03, 0.01], [0.10, -0.02, -0.17], [-0.04, -0.05, 0.02], [-0.03, -0.01, 0.02], [-0.05, -0.10, 0.08], [0.18, 0.05, 0.00], [0.07, -0.04, -0.02], [0.19, -0.09, 0.06], [0.01, 0.02, 0.00], [-0.07, 0.00, -0.07], [-0.09, -0.03, 0.03]]
}